Entry from OMol25: a molecular structure, C20H10CoN5S2 (the ωB97M-V functional and the def2-TZVPD basis).

Geometry (Å):
Co: -2.40 0.51 0.16
S: -4.40 1.00 -0.82
C: -5.04 -0.08 0.38
S: -3.80 -0.81 1.35
C: -6.39 -0.32 0.55
C: -7.36 0.31 -0.28
N: -8.16 0.80 -0.95
C: -6.86 -1.20 1.56
N: -7.26 -1.90 2.38
N: 7.73 -0.97 -0.58
C: 6.60 -0.78 -0.50
C: 5.19 -0.54 -0.40
C: 4.33 -1.59 -0.09
C: 2.97 -1.35 0.01
C: 2.46 -0.08 -0.20
C: 3.33 0.97 -0.51
C: 4.69 0.74 -0.61
C: 1.00 0.18 -0.09
C: 0.47 0.29 1.19
C: 1.16 0.20 2.43
C: 0.24 0.44 3.42
C: -0.99 0.67 2.76
N: -0.86 0.59 1.44
C: 0.28 0.28 -1.28
C: 0.80 0.23 -2.61
C: -0.28 0.35 -3.46
C: -1.42 0.47 -2.63
N: -1.09 0.43 -1.35
H: 4.73 -2.58 0.07
H: 2.29 -2.16 0.25
H: 2.92 1.96 -0.67
H: 5.36 1.55 -0.85
H: 2.21 0.00 2.55
H: 0.40 0.46 4.49
H: -1.96 0.88 3.20
H: 1.83 0.10 -2.88
H: -0.27 0.35 -4.54
H: -2.45 0.56 -2.92

Output
- F_max (eV/Å) = 0.75
- total charge = -1
- highest occupied orbital energy (spin up / spin down) (eV) = -5.16 / -5.16
- frontier orbital gap (spin up / spin down) (eV) = 6.4 / 6.4
- 2S+1 = 2